# 1
Computed, not measured: a molecular structure, C29H33Br9N6O2, with ωB97M-V with the def2-TZVPD basis set.

E_HOMO = -8.2 eV

Positions of all 79 atoms, in Å:
N 6.259 1.710 5.231
C 5.449 1.691 4.114
C 5.652 0.529 3.463
C 6.419 -0.340 4.281
C 6.852 0.463 5.305
H 6.439 2.479 5.860
H 4.863 2.543 3.803
H 5.141 0.263 2.550
H 6.769 -1.326 4.011
H 7.438 0.278 6.194
N -5.896 -1.547 -0.878
C -5.126 -0.869 0.035
C -4.671 -1.782 1.001
C -5.299 -3.047 0.682
C -6.073 -2.852 -0.433
H -6.332 -1.165 -1.705
H -4.922 0.189 -0.027
H -3.958 -1.478 1.754
H -5.233 -3.917 1.319
H -6.738 -3.555 -0.912
N 2.229 5.302 -0.439
C 0.946 5.012 -0.738
C 0.732 5.419 -2.048
C 1.940 5.969 -2.543
C 2.861 5.866 -1.497
H 2.728 5.031 0.396
H 0.366 4.433 -0.034
H -0.200 5.313 -2.583
H 2.128 6.467 -3.482
H 3.862 6.253 -1.375
N -3.283 -3.269 -2.196
C -4.141 -3.330 -3.314
C -3.368 -3.719 -4.426
C -2.036 -3.656 -3.972
C -1.980 -3.359 -2.635
H -3.578 -3.352 -1.233
H -5.207 -3.295 -3.147
H -3.689 -3.958 -5.429
H -1.175 -3.890 -4.581
H -1.203 -3.408 -1.886
N -3.475 0.398 -2.864
C -2.386 0.175 -3.718
C -1.586 1.354 -3.741
C -2.196 2.238 -2.815
C -3.382 1.690 -2.313
H -4.304 -0.146 -2.672
H -2.329 -0.741 -4.287
H -0.724 1.553 -4.360
H -1.957 3.290 -2.764
H -4.151 2.150 -1.710
C -0.152 -6.219 1.069
Br -0.168 -4.514 1.952
Br -1.965 -6.845 0.450
Br 0.804 -7.377 2.276
H 0.461 -6.241 0.168
C 1.969 0.509 -4.089
Br 1.204 0.275 -5.922
Br 1.639 2.409 -3.579
Br 3.880 0.000 -3.860
H 1.385 -0.175 -3.474
C 3.033 0.382 6.606
Br 2.312 2.263 6.664
Br 1.709 -1.027 6.140
Br 3.941 0.015 8.261
H 3.728 0.426 5.767
C -0.746 -0.451 0.007
C -0.509 -0.878 1.337
C 0.450 -0.193 2.062
C 1.121 0.876 1.517
C 0.911 1.248 0.138
C 0.011 0.551 -0.622
N 2.123 1.610 2.342
O 2.405 1.125 3.459
O 2.602 2.638 1.858
H -1.468 -0.933 -0.636
H -1.004 -1.723 1.790
H 0.610 -0.609 3.045
H 1.519 2.006 -0.334
H -0.284 0.789 -1.633

These are the Mulliken partial charges, in e, on atoms 1 to 8:
1 N 0.07
2 C -0.72
3 C -0.12
4 C -0.60
5 C -0.55
6 H 0.20
7 H 0.45
8 H 0.45

---

# 2
Computed, not measured: a molecular structure, C30H38N7O2PPdS2, with ωB97M-V with the def2-TZVPD basis set.

net charge = -1
multiplicity = 2
E_HOMO (alpha / beta) = -2.7 / -3.1 eV
energy relative to the best compared isomer or geometry (same formula, charge and spin) = 59.9 kcal/mol

Positions of all 81 atoms, in Å:
Pd -1.240 -0.472 1.383
C 2.648 -0.639 2.839
C 2.478 -0.737 1.327
C 3.237 0.302 0.528
C 4.614 0.415 0.677
C 5.362 1.280 -0.107
C 4.726 2.021 -1.090
C 3.348 1.950 -1.266
C 2.712 2.653 -2.444
C 2.189 1.671 -3.495
C 2.585 1.127 -0.408
N 1.189 1.063 -0.520
C 0.505 2.168 -0.393
C -0.878 2.213 -0.555
C -1.664 3.350 -0.456
C -3.035 3.374 -0.574
C -3.766 2.160 -0.785
N -3.317 0.962 -0.926
H 2.072 -1.416 3.341
H 2.272 0.320 3.197
H 3.695 -0.734 3.134
H 1.421 -0.685 1.075
H 2.828 -1.720 0.983
H 5.117 -0.198 1.417
H 6.434 1.357 0.029
H 5.309 2.659 -1.746
H 3.464 3.303 -2.901
H 1.891 3.292 -2.121
H 3.000 1.042 -3.868
H 1.744 2.201 -4.339
H 1.426 1.026 -3.058
H 1.006 3.107 -0.123
H -1.135 4.279 -0.252
H -3.575 4.305 -0.477
H -4.854 2.223 -0.844
C -3.705 3.886 4.024
C -2.762 3.132 3.113
O -2.397 1.914 3.766
P -1.236 1.013 3.031
S -1.181 -0.721 4.033
S -1.646 0.641 -0.883
O 0.093 1.919 3.367
C 0.510 2.130 4.712
C 1.739 3.014 4.681
H -4.026 4.813 3.545
H -3.218 4.131 4.969
H -4.586 3.280 4.240
H -1.866 3.727 2.904
H -3.236 2.910 2.154
H 0.725 1.163 5.176
H -0.297 2.601 5.282
H 2.529 2.544 4.093
H 2.110 3.186 5.694
H 1.506 3.977 4.225
C 0.460 -1.989 -1.480
C -0.250 -2.864 -0.511
N -0.991 -2.491 0.510
C -1.465 -3.638 1.108
C -1.025 -4.722 0.430
N -0.246 -4.227 -0.602
C 0.292 -5.020 -1.670
N -0.290 -4.642 -2.944
N 0.453 -4.773 -4.058
N -0.216 -4.383 -5.074
C -1.464 -3.976 -4.633
C -2.542 -3.431 -5.341
C -3.641 -3.051 -4.614
C -3.682 -3.203 -3.207
C -2.639 -3.745 -2.499
C -1.521 -4.137 -3.254
H 0.653 -1.006 -1.046
H -0.151 -1.841 -2.374
H 1.410 -2.433 -1.785
H -2.074 -3.584 1.994
H -1.173 -5.778 0.578
H 0.076 -6.062 -1.437
H 1.368 -4.896 -1.778
H -2.491 -3.297 -6.413
H -4.487 -2.606 -5.121
H -4.554 -2.860 -2.666
H -2.677 -3.831 -1.422

These are the Mulliken partial charges, in e, on atoms 1 to 8:
1 Pd -0.36
2 C -1.42
3 C 1.10
4 C 0.08
5 C -0.56
6 C -1.11
7 C -0.73
8 C 0.58

---

# 3
Computed, not measured: 6 unconnected molecules or ions with the total composition C4H22N2O6S, with ωB97M-V with the def2-TZVPD basis set.

E_HOMO = -8.4 eV
SMILES = NC[C@@H](CS)NCO.O.O.O.O.O
energy relative to the best compared isomer or geometry (same formula, charge and spin) = 45.8 kcal/mol

Positions of all 35 atoms, in Å:
C -1.998 -0.941 -1.260
N -1.486 -2.018 -0.330
C -1.059 0.251 -1.187
C -1.536 1.317 -2.253
S -0.611 1.891 -3.615
N -1.169 0.622 0.231
C 0.097 0.744 0.888
O 0.491 2.100 1.019
H -2.007 -1.394 -2.310
H -3.005 -0.759 -1.139
H -1.723 -1.921 0.668
H -0.496 -2.216 -0.419
H -0.038 -0.005 -1.616
H -2.554 1.080 -2.623
H -1.862 2.206 -1.709
H 0.624 2.227 -3.107
H -1.552 1.516 0.376
H 1.013 0.186 0.450
H 0.110 0.318 1.916
H 0.954 2.387 0.294
H 2.624 -2.678 0.838
H 1.378 -2.433 1.715
O 1.699 -2.459 0.780
H -0.433 -1.097 3.482
H 1.002 -0.829 4.018
O 0.475 -1.144 3.332
H 3.463 -1.653 -1.649
H 2.702 -1.528 -0.333
O 3.508 -1.261 -0.795
H -1.139 1.237 2.996
H -2.420 0.643 2.449
O -1.881 0.730 3.286
H 2.377 2.465 -1.547
H 2.591 0.857 -1.494
O 1.862 1.562 -1.353

These are the Mulliken partial charges, in e, on atoms 1 to 8:
1 C -1.15
2 N -0.62
3 C 0.52
4 C -0.85
5 S -0.24
6 N -0.01
7 C 0.32
8 O -0.59

---

# 4
Computed, not measured: a molecular structure, C23H41N2OP3Sm, with ωB97M-V with the def2-TZVPD basis set.

net charge = +3
multiplicity = 6
E_HOMO (alpha / beta) = -13.8 / -13.8 eV
energy relative to the best compared isomer or geometry (same formula, charge and spin) = 32.7 kcal/mol

Positions of all 71 atoms, in Å:
Sm -0.071 -0.048 0.148
P 0.304 -2.107 -1.448
P 2.507 -0.068 0.618
P -2.297 0.436 -1.084
H 1.601 2.108 -1.093
C 0.545 2.057 -0.889
C 0.080 2.244 0.453
H 0.778 2.409 1.267
C 0.925 -1.715 -3.048
C 1.408 -3.268 -0.745
C -1.172 -3.007 -1.695
C 3.007 1.423 1.397
C 3.033 -1.345 1.670
C 3.438 -0.163 -0.879
C -2.871 2.052 -0.727
C -3.564 -0.652 -0.648
C -2.101 0.394 -2.847
H -0.111 2.288 -1.714
H -0.930 2.594 0.649
H 1.004 -2.691 -3.537
H 1.907 -1.234 -3.015
H 0.246 -1.071 -3.615
H 1.380 -4.088 -1.468
H 1.062 -3.631 0.232
H 2.434 -2.911 -0.642
H -0.827 -3.868 -2.274
H -1.934 -2.472 -2.261
H -1.613 -3.356 -0.750
H 4.074 1.250 1.543
H 2.519 1.578 2.368
H 2.858 2.317 0.783
H 4.103 -1.386 1.501
H 2.587 -2.333 1.481
H 2.829 -1.072 2.712
H 4.463 0.005 -0.536
H 3.156 0.608 -1.609
H 3.364 -1.142 -1.354
H -3.798 2.089 -1.297
H -2.201 2.851 -1.056
H -3.086 2.193 0.342
H -4.386 -0.343 -1.295
H -3.853 -0.521 0.403
H -3.333 -1.709 -0.814
H -3.076 0.734 -3.209
H -1.898 -0.610 -3.229
H -1.314 1.071 -3.207
C -1.033 -0.011 -7.571
C -0.337 0.407 -8.746
C -0.171 1.762 -8.989
C -0.677 2.722 -8.100
C -1.358 2.309 -6.951
C -1.538 0.950 -6.682
O -1.231 -1.312 -7.263
H -0.829 -1.870 -7.966
H 0.048 -0.345 -9.423
H 0.362 2.079 -9.887
H -0.538 3.789 -8.306
H -1.755 3.044 -6.254
H -2.067 0.609 -5.794
N 0.002 0.001 7.353
C 0.019 -0.001 6.254
C -0.014 -0.009 4.819
C 0.443 -1.143 4.116
C 0.175 -1.198 2.764
N -0.511 -0.190 2.187
C -1.003 0.862 2.836
C -0.772 0.990 4.191
H 0.960 -1.945 4.628
H 0.555 -2.045 2.158
H -1.564 1.664 2.329
H -1.188 1.816 4.746

These are the Mulliken partial charges, in e, on atoms 1 to 8:
1 Sm 0.28
2 P 1.10
3 P 1.32
4 P 1.05
5 H 0.32
6 C -0.86
7 C -0.61
8 H 0.39

---

# 5
Computed, not measured: 5 unconnected molecules or ions with the total composition C34H44F13N6O, with ωB97M-V with the def2-TZVPD basis set.

net charge = +1
E_HOMO = -12.7 eV
energy relative to the best compared isomer or geometry (same formula, charge and spin) = 0.0 kcal/mol

Positions of all 98 atoms, in Å:
C -2.343 -4.638 5.131
C -1.549 -3.799 4.893
C -0.512 -2.799 4.724
C -0.018 -2.715 3.297
C 0.085 -3.862 2.569
C 0.586 -3.779 1.277
N 0.980 -2.662 0.714
N 0.866 -1.567 1.440
C 1.349 -0.312 0.779
C 2.248 -0.585 -0.429
C 3.040 0.702 -0.677
O 4.061 0.867 0.309
C 0.366 -1.501 2.680
C 0.206 -0.218 3.428
C -1.271 0.221 3.601
C -1.797 1.075 2.459
F -2.642 1.991 2.980
F -0.799 1.776 1.872
C -2.557 0.343 1.292
F -1.701 -0.010 0.310
F -3.421 1.225 0.741
C -3.408 -0.878 1.700
F -2.567 -1.916 1.957
F -4.096 -0.544 2.800
C -4.429 -1.339 0.605
F -5.577 -0.671 0.805
F -3.997 -1.015 -0.630
C -4.730 -2.867 0.575
F -3.680 -3.557 0.099
F -5.729 -3.003 -0.322
C -5.235 -3.511 1.905
F -5.954 -2.659 2.630
F -6.018 -4.553 1.580
F -4.214 -3.995 2.620
H -3.169 -5.296 5.246
H -0.805 -1.855 5.160
H 0.336 -3.148 5.321
H -0.217 -4.810 2.985
H 0.653 -4.680 0.687
H 0.506 0.265 0.422
H 1.959 0.228 1.490
H 1.658 -0.826 -1.305
H 2.985 -1.354 -0.212
H 3.531 0.590 -1.628
H 2.375 1.565 -0.680
H 4.149 0.062 0.822
H 0.583 -0.415 4.427
H 0.805 0.597 3.052
H -1.900 -0.622 3.849
H -1.274 0.863 4.478
C -3.022 4.267 0.842
C -3.613 5.571 1.365
C -3.077 6.801 0.626
C -1.642 6.980 0.839
N -0.515 7.117 1.001
H -1.941 4.231 0.993
H -3.455 3.418 1.352
H -3.224 4.157 -0.226
H -3.410 5.662 2.433
H -4.698 5.545 1.251
H -3.597 7.695 0.972
H -3.276 6.715 -0.444
C -1.066 0.229 -4.756
C -0.758 1.378 -3.804
C 0.606 2.018 -4.080
C 1.710 1.093 -3.832
N 2.577 0.367 -3.632
H -0.354 -0.591 -4.638
H -2.063 -0.168 -4.566
H -1.029 0.572 -5.789
H -0.808 1.026 -2.770
H -1.524 2.147 -3.912
H 0.739 2.895 -3.442
H 0.653 2.369 -5.113
C 3.129 1.832 -8.484
C 2.411 0.506 -8.713
C 1.039 0.674 -9.374
C 0.100 1.396 -8.519
N -0.637 1.964 -7.846
H 2.574 2.472 -7.796
H 4.115 1.660 -8.055
H 3.260 2.374 -9.422
H 2.303 -0.019 -7.762
H 3.025 -0.126 -9.357
H 0.617 -0.307 -9.599
H 1.139 1.201 -10.325
C 6.710 -1.473 4.583
C 5.959 -2.775 4.330
C 4.639 -2.566 3.578
C 3.674 -1.791 4.358
N 2.917 -1.182 4.971
H 6.138 -0.800 5.224
H 7.658 -1.674 5.078
H 6.923 -0.954 3.647
H 5.768 -3.279 5.279
H 6.586 -3.442 3.738
H 4.194 -3.535 3.340
H 4.826 -2.061 2.628

These are the Mulliken partial charges, in e, on atoms 1 to 8:
1 C 0.31
2 C -1.41
3 C -0.29
4 C 1.10
5 C -0.47
6 C -0.95
7 N -1.15
8 N 1.76

---

# 6
Computed, not measured: a single C5H8O molecule, with ωB97M-V with the def2-TZVPD basis set.

E_HOMO = -9.4 eV
energy relative to the best compared isomer or geometry (same formula, charge and spin) = 85.4 kcal/mol

Positions of all 14 atoms, in Å:
C 0.482 -1.210 0.959
C -2.030 -0.578 -0.392
C 0.984 0.166 0.513
C 0.165 0.981 -0.520
C -1.277 0.645 -0.823
O -1.517 -0.584 -1.581
H -0.312 -1.126 1.707
H 1.312 -1.759 1.415
H 0.098 -1.822 0.139
H 1.118 0.779 1.411
H 1.985 0.042 0.085
H 0.171 2.034 -0.210
H 0.691 0.959 -1.484
H -1.869 1.471 -1.218

These are the Mulliken partial charges, in e, on atoms 1 to 8:
1 C -1.34
2 C -0.39
3 C -0.15
4 C -0.77
5 C 0.25
6 O -0.18
7 H 0.33
8 H 0.36

---

# 7
Computed, not measured: a single C10H19NO3 molecule, with ωB97M-V with the def2-TZVPD basis set.

E_HOMO = -9.7 eV
SMILES = CC(C)CC[C@@H](CCC(N)=O)OC=O
energy relative to the best compared isomer or geometry (same formula, charge and spin) = 0.0 kcal/mol

Positions of all 33 atoms, in Å:
C 4.094 -0.565 0.283
C 2.940 0.272 -0.286
C 2.620 1.414 0.680
C 1.726 -0.620 -0.663
C 0.408 -0.336 0.061
C -0.754 -1.125 -0.522
C -2.073 -1.035 0.266
C -2.271 0.200 1.154
C -3.725 0.578 1.372
N -4.521 0.725 0.223
O -4.168 0.779 2.472
O -0.952 -0.817 -1.937
C -1.094 0.463 -2.298
O -1.794 1.265 -1.749
H 3.964 -0.721 1.358
H 5.043 -0.041 0.156
H 4.170 -1.536 -0.207
H 3.317 0.735 -1.203
H 2.322 1.036 1.661
H 3.516 2.022 0.826
H 1.847 2.081 0.298
H 1.986 -1.660 -0.439
H 1.564 -0.593 -1.743
H 0.491 -0.667 1.101
H 0.176 0.728 0.086
H -0.448 -2.171 -0.547
H -2.146 -1.924 0.898
H -2.878 -1.118 -0.465
H -1.779 1.078 0.730
H -1.864 0.017 2.148
H -5.228 0.012 0.111
H -3.966 0.829 -0.620
H -0.523 0.697 -3.207

These are the Mulliken partial charges, in e, on atoms 1 to 8:
1 C -1.56
2 C 0.84
3 C -1.63
4 C -1.02
5 C -0.60
6 C 0.12
7 C -1.04
8 C -0.26

---

# 8
Computed, not measured: 2 unconnected molecules or ions with the total composition C10H22FN4OS, with ωB97M-V with the def2-TZVPD basis set.

net charge = +1
E_HOMO = -11.3 eV

Positions of all 39 atoms, in Å:
C 3.095 -0.893 1.716
C 1.560 -0.612 1.847
C 1.260 0.787 1.267
C 1.496 0.899 -0.284
N -0.129 1.262 1.537
C -1.224 0.603 1.230
N -1.298 -0.654 0.651
C -2.572 -0.948 0.515
N -3.336 0.053 0.947
N -2.506 1.000 1.410
C -0.233 2.586 2.175
C 0.428 3.711 1.333
F 0.422 2.461 3.386
H 3.321 -1.035 0.643
H 3.709 -0.052 2.084
H 3.374 -1.844 2.197
H 1.263 -0.710 2.904
H 1.074 -1.422 1.275
H 1.994 1.477 1.714
H 2.407 0.376 -0.602
H 1.650 1.971 -0.495
H 0.605 0.560 -0.841
H -2.855 -1.912 0.095
H -4.348 0.053 0.915
H -2.849 1.870 1.794
H -1.276 2.874 2.374
H 0.001 4.658 1.698
H 1.505 3.700 1.578
H 0.249 3.576 0.257
C -0.754 -1.961 -4.796
S -0.108 -1.650 -3.145
O 1.324 -2.040 -3.153
C -1.020 -2.979 -2.337
H -0.282 -1.261 -5.483
H -0.521 -2.982 -5.098
H -1.833 -1.802 -4.801
H -0.774 -3.934 -2.801
H -2.091 -2.785 -2.416
H -0.729 -3.000 -1.286

These are the Mulliken partial charges, in e, on atoms 1 to 8:
1 C -1.31
2 C -0.32
3 C -0.24
4 C -1.07
5 N 0.13
6 C 0.67
7 N -0.20
8 C -0.17

---

One value per record, in order, for E_tot: -674019.936, -80694.233, -30603.374, -75282.968, -82278.144, -7358.550, -18310.891, -32279.800 eV.